[1]
# C16H46O7

A 7-piece molecular cluster, C16H46O7 overall (ωB97M-V with the def2-TZVPD basis set, the OMol25 dataset).

Each line ends with the natural charge from an NBO analysis.
Element x y z (Å)
1 C 3.83502 0.82159 4.42274  -0.63
2 C 3.02728 1.43670 3.30150  0.09
3 C 3.72835 2.64967 2.69958  -0.63
4 O 2.73084 0.45231 2.28410  -0.78
5 H 3.28117 0.05035 4.95909  0.22
6 H 4.01522 1.58356 5.18914  0.21
7 H 4.79483 0.43964 4.07585  0.20
8 H 2.03301 1.72200 3.65307  0.18
9 H 3.77734 3.39359 3.49488  0.21
10 H 3.18504 3.05912 1.84919  0.22
11 H 4.71496 2.35675 2.33415  0.20
12 H 3.58068 0.17699 1.89834  0.50
13 C -5.59809 2.28080 0.36029  -0.62
14 C -4.63868 1.11252 0.37241  0.10
15 C -4.25133 0.58410 1.74984  -0.64
16 O -5.30578 0.04545 -0.34921  -0.76
17 H -6.53459 2.02667 0.86859  0.21
18 H -5.91753 2.48056 -0.66275  0.22
19 H -5.15828 3.13646 0.87154  0.21
20 H -3.75344 1.38710 -0.21544  0.14
21 H -3.94429 1.36253 2.44792  0.23
22 H -3.40789 -0.09514 1.59697  0.20
23 H -5.06597 -0.00007 2.17475  0.21
24 H -4.77952 -0.75770 -0.20203  0.49
25 C -1.63828 -3.11585 -1.11783  -0.64
26 C -2.72934 -2.04797 -1.25464  0.09
27 C -3.20748 -1.87628 -2.68165  -0.65
28 O -3.82074 -2.36589 -0.39678  -0.74
29 H -1.42131 -3.24568 -0.05612  0.22
30 H -0.69458 -2.85061 -1.59602  0.22
31 H -1.99195 -4.04951 -1.56464  0.20
32 H -2.26443 -1.12934 -0.88308  0.17
33 H -3.83132 -0.98247 -2.74164  0.23
34 H -3.79494 -2.72580 -3.03497  0.21
35 H -2.37425 -1.79440 -3.38454  0.21
36 H -3.85415 -3.31856 -0.26851  0.48
37 C 0.30901 0.50128 -1.74927  -0.63
38 C -0.09230 0.99937 -3.12717  0.09
39 C 0.01053 -0.06221 -4.24058  -0.64
40 O -1.45790 1.46755 -3.05335  -0.72
41 H -0.27188 -0.36665 -1.40847  0.19
42 H 0.08894 1.28200 -1.02198  0.23
43 H 1.33231 0.12129 -1.71703  0.21
44 H 0.52607 1.86124 -3.37593  0.18
45 H 0.11956 -1.07207 -3.83637  0.20
46 H 0.84833 0.16506 -4.90198  0.21
47 H -0.89969 -0.05376 -4.83482  0.23
48 H -1.95536 0.83745 -2.52153  0.46
49 C 5.22063 -0.02608 -1.84147  -0.63
50 C 4.18505 -0.36968 -0.78485  0.09
51 C 3.42661 -1.62644 -1.15609  -0.65
52 O 4.76187 -0.49208 0.52870  -0.75
53 H 5.73081 -0.94700 -2.14701  0.20
54 H 5.93042 0.74250 -1.54947  0.23
55 H 4.71847 0.31052 -2.75339  0.22
56 H 3.50863 0.48050 -0.65100  0.19
57 H 4.05597 -2.52428 -1.14919  0.21
58 H 3.11560 -1.58749 -2.20616  0.22
59 H 2.55077 -1.80971 -0.53504  0.22
60 H 5.21470 -1.33915 0.61198  0.47
61 C -0.23745 -1.23447 1.61157  -0.25
62 O -0.00298 0.06173 2.14394  -0.78
63 H -1.32103 -1.26291 1.48986  0.18
64 H 0.24744 -1.44333 0.65215  0.15
65 H 0.09056 -2.01405 2.30653  0.17
66 H 0.97007 0.16098 2.18202  0.51
67 O -1.36195 2.29190 3.27254  -0.96
68 H -0.74412 1.66749 2.85137  0.49
69 H -1.34325 3.07728 2.71747  0.46

The energy relative to the best compared isomer or geometry (same formula, charge and spin) comes out at 0.00 kJ/mol. The frontier orbital gap comes out at 0.3627 Ha. As for the charge: 0. As for the SMILES: CC(C)O.CC(C)O.CC(C)O.CC(C)O.CC(C)O.CO.O. As for the lowest unoccupied orbital energy: 0.4 eV.

[2]
# C16H47BN8O4P2

A 3-piece molecular cluster, C16H47BN8O4P2 overall (ωB97M-V with the def2-TZVPD basis set, the OMol25 dataset).

Each line ends with the Löwdin charge.
Element x y z (Å)
1 C -3.04097 -0.89240 2.52698  -0.13
2 N -2.28059 -2.11443 2.70273  -0.34
3 C -3.15983 -3.27471 2.84294  -0.13
4 P -0.73495 -2.46556 2.02211  0.77
5 O -1.16687 -2.81616 0.60867  -0.28
6 N 0.26127 -1.10241 1.61858  -0.33
7 C -0.27893 0.22894 1.38984  -0.14
8 C 1.21969 -1.41775 0.56012  -0.15
9 N 0.02121 -2.48889 3.63837  -0.34
10 C 0.33183 -3.83067 4.13982  -0.15
11 C -0.36372 -1.60618 4.70246  -0.13
12 H -3.84610 -0.85343 3.26573  0.08
13 H -3.48219 -0.80935 1.52443  0.09
14 H -2.44460 -0.00346 2.71808  0.05
15 H -3.27205 -3.54343 3.90045  0.07
16 H -2.76424 -4.14954 2.32074  0.07
17 H -4.15276 -3.08667 2.43096  0.08
18 H -1.11594 0.22728 0.67699  0.08
19 H 0.49238 0.89432 0.99755  0.07
20 H -0.59886 0.69377 2.32454  0.06
21 H 0.76145 -1.38174 -0.43519  0.08
22 H 1.63535 -2.41965 0.69766  0.07
23 H 2.05573 -0.71689 0.58820  0.08
24 H -0.56300 -4.35482 4.50837  0.07
25 H 1.06601 -3.78791 4.94740  0.08
26 H 0.77000 -4.43755 3.34186  0.07
27 H -1.30180 -1.90782 5.18857  0.08
28 H -0.46264 -0.57581 4.36168  0.07
29 H 0.42375 -1.60570 5.46071  0.09
30 C 5.23821 3.80624 -0.89646  -0.13
31 N 3.87110 4.13795 -1.24849  -0.34
32 C 3.44808 3.44075 -2.46369  -0.13
33 P 2.59211 4.50466 -0.15272  0.77
34 O 2.24300 3.09675 0.29687  -0.28
35 N 3.05817 5.12137 1.40456  -0.33
36 C 4.37938 4.90970 1.97199  -0.14
37 C 2.04779 4.84677 2.42525  -0.15
38 N 2.50400 6.18450 -0.74617  -0.34
39 C 1.35700 6.45692 -1.61783  -0.15
40 C 3.65649 6.94373 -1.14112  -0.13
41 H 5.87072 3.87246 -1.78555  0.09
42 H 5.33320 2.79670 -0.47454  0.09
43 H 5.66889 4.51733 -0.19525  0.05
44 H 3.51989 4.10806 -3.33101  0.08
45 H 2.41274 3.09838 -2.39603  0.07
46 H 4.05746 2.55756 -2.66047  0.08
47 H 4.68806 3.85516 1.94790  0.08
48 H 4.40563 5.23953 3.01164  0.08
49 H 5.13144 5.51821 1.46653  0.06
50 H 2.11466 3.82102 2.80646  0.08
51 H 1.04118 4.98575 2.02302  0.07
52 H 2.15711 5.54089 3.26060  0.08
53 H 1.50493 6.06423 -2.63485  0.07
54 H 1.16091 7.52921 -1.68500  0.08
55 H 0.45524 5.99248 -1.20790  0.07
56 H 4.03272 6.66227 -2.13403  0.08
57 H 4.47000 6.85447 -0.42148  0.07
58 H 3.38621 8.00248 -1.17081  0.09
59 N -5.32537 -4.96624 -2.62178  -0.01
60 C -4.10545 -5.75262 -2.37353  -0.27
61 C -3.05010 -4.83086 -1.73407  -0.20
62 C -2.06514 -4.19398 -2.72272  -0.22
63 C -2.73727 -3.58446 -3.98903  -0.15
64 B -2.68946 -4.51480 -5.24688  -0.28
65 O -3.63228 -4.49489 -6.27861  0.00
66 N -4.82826 -3.82670 -5.93019  -0.02
67 O -4.96859 -2.85243 -6.55035  0.10
68 H -6.06782 -5.54415 -3.00130  0.07
69 H -5.68389 -4.63150 -1.73514  0.06
70 H -4.35922 -6.50605 -1.60757  0.10
71 H -3.75439 -6.30788 -3.24653  0.11
72 H -3.57230 -4.02296 -1.21387  0.11
73 H -2.46280 -5.39611 -1.00597  0.10
74 H -1.23744 -4.85850 -2.99418  0.10
75 H -1.58648 -3.35947 -2.19888  0.09
76 H -3.73879 -3.24732 -3.70585  0.08
77 H -2.14948 -2.68812 -4.24589  0.11
78 H -1.80043 -5.28790 -5.42041  0.09

The frontier orbital gap comes out at 0.2701 Ha. As for the charge: 0. As for the SMILES: CN(C)P(=O)(N(C)C)N(C)C.CN(C)P(=O)(N(C)C)N(C)C.NCCCCBON=O. As for the lowest unoccupied orbital energy: -0.4 eV.

[3]
# C16H48AsF6N5O4

C16H48AsF6N5O4 as an isolated structure (ωB97M-V with the def2-TZVPD basis set, the OMol25 dataset).

Each line ends with the Löwdin charge.
Element x y z (Å)
1 N 0.08079 0.43195 0.33365  0.27
2 H 0.77737 0.47102 -0.39666  0.03
3 H 0.35301 -0.48786 0.64980  0.04
4 H -0.91223 0.35301 0.16700  0.08
5 H 0.30684 1.08779 1.06773  0.08
6 As 4.64560 -0.73210 0.10674  0.84
7 F 3.10234 -0.14927 0.77458  -0.28
8 F 4.93032 -1.84473 1.50127  -0.29
9 F 6.18880 -1.25531 -0.69371  -0.28
10 F 4.54922 0.43286 -1.21953  -0.26
11 F 5.57853 0.45800 1.01955  -0.27
12 F 3.87687 -1.98014 -0.77683  -0.24
13 C 0.06015 -0.47942 4.23185  -0.03
14 C 1.55554 -0.01358 4.01823  -0.38
15 C 2.37960 -1.10518 3.42090  -0.08
16 O 2.45348 -2.25498 4.31461  0.10
17 C 3.63959 -2.90470 4.51506  0.02
18 N 1.30586 0.99417 3.02967  0.02
19 H 0.12456 -1.13815 5.09789  0.07
20 H -0.45209 -0.95515 3.39557  0.06
21 H -0.47647 0.38776 4.61673  0.09
22 H 1.95815 0.44859 4.91956  0.15
23 H 3.40900 -0.81817 3.20626  0.13
24 H 1.94611 -1.37481 2.45784  0.14
25 H 4.07048 -2.66548 5.48728  0.16
26 H 4.39330 -2.73874 3.74534  0.12
27 H 3.53062 -3.97812 4.66996  0.14
28 H 2.14768 1.22993 2.52384  0.08
29 H 0.92484 1.87626 3.34084  0.11
30 C 1.34875 -0.81652 -3.00592  -0.04
31 C 1.57562 0.72080 -3.07505  -0.41
32 C 0.56838 1.29431 -4.04333  -0.13
33 O 0.89353 2.70123 -4.40671  -0.20
34 C 1.94894 3.04427 -5.34261  -0.09
35 N 1.67030 1.09732 -1.68399  0.03
36 H 1.31209 -1.21532 -4.01968  0.08
37 H 0.36480 -1.08907 -2.62426  0.04
38 H 1.99467 -1.38655 -2.33812  0.06
39 H 2.57104 0.94710 -3.45718  0.14
40 H -0.35809 1.30988 -3.46930  0.11
41 H 0.47046 0.61764 -4.89223  0.13
42 H 2.04362 2.44855 -6.25049  0.09
43 H 2.86959 3.18508 -4.77631  0.08
44 H 1.71301 4.03417 -5.73316  0.08
45 H 1.47946 2.08818 -1.72742  0.11
46 H 2.65506 0.98423 -1.49021  0.05
47 C -1.21257 -3.97239 1.77517  -0.05
48 C -1.21782 -2.93663 0.68468  -0.41
49 C -2.25984 -1.75534 0.91225  -0.14
50 O -2.37354 -0.86440 -0.18500  -0.25
51 C -2.50087 -1.35746 -1.53911  -0.04
52 N 0.10685 -2.37569 0.58709  0.03
53 H -2.11205 -4.55382 1.57273  0.09
54 H -1.28417 -3.61204 2.80139  0.08
55 H -0.33972 -4.61811 1.67887  0.08
56 H -1.32840 -3.47804 -0.25487  0.14
57 H -2.06954 -1.14279 1.79354  0.11
58 H -3.27522 -2.11278 1.08357  0.13
59 H -2.72331 -0.54752 -2.23383  0.08
60 H -3.22500 -2.16180 -1.66863  0.10
61 H -1.55157 -1.81854 -1.81173  0.06
62 H 0.76683 -3.08094 0.88229  0.08
63 H 0.31331 -2.39183 -0.40146  0.08
64 C -4.40214 3.03455 0.79564  -0.05
65 C -3.29413 2.19539 0.13121  -0.44
66 C -3.25674 2.15253 -1.45061  -0.13
67 O -4.23938 1.21913 -2.05147  -0.20
68 C -5.10416 1.76941 -2.98158  -0.13
69 N -2.09141 2.77727 0.56800  0.01
70 H -4.07862 4.06190 0.96296  0.07
71 H -4.73508 2.69151 1.77521  0.08
72 H -5.24649 3.13295 0.11337  0.07
73 H -3.46213 1.18532 0.50490  0.12
74 H -2.27043 1.84597 -1.79890  0.09
75 H -3.12984 3.18596 -1.77313  0.13
76 H -5.72451 2.58982 -2.62076  0.08
77 H -5.70334 0.98645 -3.44641  0.10
78 H -4.43949 2.28414 -3.67538  0.09
79 H -2.08836 3.78603 0.51812  0.08
80 H -2.01655 2.62121 1.56306  0.08

The frontier orbital gap (alpha / beta) comes out at 0.3410 / 0.1137 Ha. As for the charge: +1. The spin multiplicity is 2. As for the lowest unoccupied orbital energy (alpha / beta): -2.5 / -8.7 eV.

The records above yield max |F| values of 1.19 6.52 4.68 eV Å⁻¹, respectively.